{"formula": "C14H26NO6", "method": "wB97M-V/def2-TZVPD", "elements": ["C", "O", "C", "C", "C", "C", "C", "C", "C", "C", "C", "O", "C", "C", "C", "O", "N", "H", "H", "H", "H", "H", "H", "H", "H", "H", "H", "H", "H", "H", "H", "H", "H", "H", "H", "H", "H", "H", "H", "H", "H", "H", "C", "O", "O", "O", "H"], "coordinates": [[2.0790, 2.4222, 2.9925], [2.1324, 2.2131, 1.5987], [3.1043, 1.2850, 1.1405], [2.6839, 0.7518, -0.2327], [2.6616, -0.7787, -0.3963], [2.0585, -1.5836, 0.7676], [0.7058, -1.1050, 1.3117], [-0.5585, -1.3991, 0.4841], [-1.8042, -0.7488, 1.1733], [-2.3667, 0.5424, 0.5539], [-1.4004, 1.7233, 0.3823], [-1.9923, 2.9654, 0.7567], [-0.8033, -2.9108, 0.3373], [-1.6514, -3.0265, -0.9304], [-1.2147, -1.8130, -1.7416], [-1.5026, -1.5467, -2.8804], [-0.4651, -1.0140, -0.9152], [2.1248, 3.4942, 3.2062], [1.1334, 2.0329, 3.3917], [2.9086, 1.9251, 3.5070], [4.0806, 1.7869, 1.0745], [3.2041, 0.4757, 1.8732], [1.7016, 1.1747, -0.4668], [3.3601, 1.1606, -0.9900], [3.6800, -1.1411, -0.5810], [2.0965, -1.0100, -1.3036], [2.7717, -1.5994, 1.6004], [1.9720, -2.6289, 0.4481], [0.5261, -1.5875, 2.2823], [0.7525, -0.0321, 1.5166], [-1.5665, -0.5556, 2.2278], [-2.6117, -1.4891, 1.1636], [-2.8664, 0.3172, -0.3957], [-3.1483, 0.8972, 1.2375], [-0.5317, 1.6155, 1.0349], [-1.0362, 1.7957, -0.6511], [-2.8717, 3.0061, 0.3620], [0.1420, -3.4367, 0.1839], [-1.2654, -3.3290, 1.2354], [-1.4854, -3.9291, -1.5203], [-2.7249, -2.9173, -0.7511], [-0.2400, -0.0792, -1.2122], [-2.7256, 1.8760, -4.6170], [-3.4040, 0.8467, -4.4111], [-1.3110, 1.6232, -4.6170], [-3.0446, 3.0540, -4.8065], [-1.2866, 0.6763, -4.4234]], "forces_ev_per_angstrom": [[0.0, 0.0, 0.0], [-0.2, 0.0, -0.1], [0.1, 0.0, 0.1], [0.1, 0.0, -0.1], [-0.1, 0.0, 0.0], [0.0, -0.1, -0.1], [0.0, 0.0, -0.1], [-0.1, 0.1, 0.3], [0.1, 0.1, 0.0], [-0.1, 0.0, 0.0], [0.0, 0.0, 0.0], [-0.1, -0.1, 0.1], [-0.1, -0.3, 0.0], [0.2, 0.1, -0.1], [-0.2, 0.5, -0.2], [0.2, -0.3, -0.2], [0.2, -0.3, 0.1], [0.0, -0.1, 0.0], [0.1, 0.0, 0.0], [0.0, 0.1, 0.0], [-0.1, -0.1, 0.1], [0.0, 0.0, -0.1], [0.0, 0.0, 0.2], [-0.1, 0.0, 0.0], [-0.1, 0.0, 0.1], [0.1, 0.1, 0.0], [-0.1, 0.0, 0.0], [0.1, 0.1, 0.0], [0.1, 0.1, -0.1], [0.0, 0.0, 0.0], [0.0, -0.1, -0.1], [0.0, 0.1, 0.1], [0.1, 0.1, 0.0], [0.0, -0.1, -0.1], [0.0, 0.0, 0.0], [-0.1, 0.0, 0.1], [0.2, 0.1, -0.1], [0.0, 0.1, 0.0], [0.0, 0.1, -0.1], [-0.1, 0.0, 0.1], [0.1, -0.1, 0.0], [-0.1, 0.1, -0.1], [0.0, -0.2, 0.1], [-0.1, 0.3, 0.0], [-0.1, 0.0, 0.1], [0.1, -0.1, 0.0], [0.0, 0.0, 0.0]], "orbital_gap_ev": 6.19, "total_charge": -1}